1.
17
Properties=species:S:1:pos:R:3:forces:R:3:lowdin_charge:R:1 method="wB97M-V/def2-TZVPD" relative_energy_kj_mol=75.5 multiplicity=2 lumo_energy_ev="-3.16 / -8.15" homo_lumo_gap_ev="9.60 / 4.59" total_charge=+1 s_squared=0.75 e_tot_ha=-648.72922 mol_weight_g_mol=109.19
C 2.711 -0.354 1.447 0.744 0.237 -0.651 -0.060
O 2.020 -1.118 0.520 0.679 0.230 0.355 0.079
H 2.839 -0.924 2.383 -0.275 -0.148 0.044 0.146
H 3.699 -0.101 1.066 0.017 -0.139 -0.024 0.109
H 2.175 0.568 1.691 -0.388 -0.083 0.171 0.122
C -1.099 -0.728 -0.061 -0.670 0.380 -0.216 -0.273
C -0.572 0.690 -0.240 0.078 -0.028 -0.115 -0.586
S -1.460 1.596 -1.538 0.024 -0.076 0.161 0.766
N -0.456 -1.413 1.083 2.277 0.171 -0.670 0.073
H -0.896 -1.305 -0.963 0.057 -0.097 0.098 0.128
H -2.182 -0.698 0.064 0.039 -0.049 0.059 0.120
H 0.493 0.679 -0.490 -0.016 0.043 0.072 0.062
H -0.705 1.286 0.665 -0.013 -0.046 0.032 0.077
H -0.990 0.866 -2.556 0.008 -0.020 -0.081 -0.125
H -0.647 -2.409 1.089 -0.271 -0.029 0.237 0.140
H -0.641 -0.994 1.986 -0.425 -0.064 0.065 0.137
H 0.846 -1.279 0.841 -1.866 -0.283 0.462 0.085

2.
47
Properties=species:S:1:pos:R:3:forces:R:3:lowdin_charge:R:1 method="wB97M-V/def2-TZVPD" relative_energy_kj_mol=9.4 multiplicity=1 lumo_energy_ev=0.39 smiles="O=C(Cc1ccc(NS(=O)(=O)c2ccc(F)cc2)cc1)NCc1ccccc1" homo_lumo_gap_ev=9.14 e_tot_ha=-1644.94610 mol_weight_g_mol=398.46
O -2.053 1.467 1.505 -0.483 0.049 -0.054 0.064
C -0.914 1.306 1.886 0.344 -0.192 0.471 -0.501
C -0.537 0.250 2.927 -0.243 0.108 -0.253 -0.056
C -0.393 -1.037 2.166 0.091 -0.185 0.091 -0.228
C -1.524 -1.772 1.832 0.091 -0.008 0.045 -0.019
C -1.428 -2.885 1.020 0.149 -0.157 -0.100 -0.012
C -0.190 -3.287 0.532 0.126 0.541 0.709 -0.324
N -0.070 -4.349 -0.370 0.347 -0.264 -0.740 -0.049
S 0.787 -4.035 -1.788 -0.438 0.082 -0.111 0.666
O 2.190 -4.122 -1.534 0.028 0.280 0.206 -0.279
O 0.207 -4.890 -2.779 -0.275 0.017 0.004 -0.284
C 0.363 -2.317 -2.100 0.342 -0.659 0.002 -0.284
C 1.338 -1.347 -1.974 0.030 0.012 -0.088 -0.052
C 0.994 -0.014 -2.112 -0.171 0.080 -0.069 0.013
C -0.329 0.305 -2.369 0.131 -0.185 0.028 -0.260
F -0.667 1.598 -2.499 -0.003 -0.069 0.001 0.071
C -1.312 -0.662 -2.506 0.066 0.073 0.018 0.022
C -0.953 -1.991 -2.368 -0.047 0.086 -0.097 -0.044
C 0.953 -2.586 0.901 -0.115 -0.105 0.156 -0.032
C 0.845 -1.466 1.703 -0.178 -0.030 0.048 -0.019
N 0.141 1.975 1.376 0.407 0.201 -0.195 0.086
C -0.008 3.044 0.404 -0.110 0.029 -0.034 -0.133
C 0.134 4.395 1.057 0.060 -0.007 -0.091 -0.211
C 1.244 5.194 0.825 -0.088 -0.084 -0.046 -0.048
C 1.369 6.420 1.456 0.065 0.121 0.048 -0.088
C 0.388 6.852 2.331 0.077 0.092 0.005 -0.094
C -0.721 6.057 2.572 -0.071 -0.027 0.041 -0.080
C -0.847 4.834 1.938 0.000 0.022 -0.011 -0.033
H 0.387 0.516 3.440 0.008 -0.017 0.041 0.116
H -1.351 0.179 3.647 0.061 0.089 -0.001 0.127
H -2.490 -1.448 2.185 -0.116 0.039 0.036 0.121
H -2.316 -3.441 0.752 -0.126 -0.039 -0.065 0.115
H -0.930 -4.838 -0.568 -0.039 -0.077 -0.174 0.116
H 2.352 -1.653 -1.775 0.135 0.048 0.058 0.118
H 1.729 0.770 -2.026 0.061 0.094 0.003 0.120
H -2.329 -0.367 -2.709 -0.096 0.037 -0.021 0.125
H -1.682 -2.778 -2.477 -0.173 -0.048 0.000 0.124
H 1.909 -2.924 0.539 0.151 -0.003 0.040 0.108
H 1.738 -0.921 1.972 0.105 0.075 0.036 0.115
H 1.051 1.862 1.792 -0.136 -0.060 0.072 0.143
H -1.008 2.932 -0.024 0.184 -0.019 -0.038 0.125
H 0.737 2.916 -0.385 -0.106 0.032 0.003 0.112
H 2.012 4.861 0.140 0.070 -0.047 -0.080 0.107
H 2.234 7.038 1.265 0.066 0.052 -0.010 0.101
H 0.485 7.808 2.824 0.009 0.076 0.037 0.100
H -1.489 6.392 3.252 -0.067 0.028 0.053 0.103
H -1.711 4.211 2.117 -0.124 -0.082 0.025 0.114

3.
181
Properties=species:S:1:pos:R:3:forces:R:3:lowdin_charge:R:1 method="wB97M-V/def2-TZVPD" multiplicity=1 lumo_energy_ev=-0.76 homo_lumo_gap_ev=4.95 e_tot_ha=-3848.34733 mol_weight_g_mol=1283.80
Ba -1.245 -3.155 2.332 -0.715 0.793 0.502 1.908
C -2.152 -0.581 4.116 -0.215 -1.164 -0.065 -0.090
C -3.179 -1.254 5.026 -1.284 0.066 0.903 -0.475
C -4.481 -0.402 4.896 0.607 -0.391 1.017 -0.138
C -5.773 -1.154 5.175 0.481 0.715 -0.349 -0.189
C -5.867 -2.467 4.396 0.847 1.704 0.962 -0.123
C -4.634 -3.361 4.693 -0.653 -0.660 0.834 -0.521
N -3.365 -2.668 4.602 0.374 1.050 -1.661 -0.233
O -2.239 -3.494 4.853 0.200 0.310 -0.556 -0.442
C -4.718 -4.517 3.682 0.403 -0.447 -0.018 -0.052
C -4.883 -3.954 6.096 -1.044 0.272 0.435 -0.038
C -2.772 -1.184 6.523 0.765 0.123 0.291 -0.034
H -1.305 -1.252 4.207 0.956 0.674 0.299 0.020
H -1.993 0.463 4.370 0.496 -0.143 0.285 0.068
H -2.434 -0.619 3.058 -0.277 0.082 0.209 0.027
H -4.416 0.183 3.982 -0.548 -0.212 -0.268 0.081
H -4.458 0.308 5.729 0.402 0.401 -0.327 0.111
H -6.552 -0.420 4.941 -0.420 -0.473 -0.114 0.110
H -5.835 -1.296 6.256 -0.040 -0.252 -0.035 0.098
H -5.877 -2.138 3.355 -0.373 -0.670 -0.249 0.107
H -6.780 -2.904 4.798 -0.068 -0.652 -0.840 0.117
H -5.721 -4.949 3.699 -0.126 0.241 -0.166 0.082
H -4.067 -5.368 3.898 0.258 0.275 0.306 0.075
H -4.468 -4.178 2.675 -0.247 0.127 -0.019 0.050
H -4.087 -4.581 6.485 0.076 -0.039 -0.212 0.079
H -5.852 -4.471 6.087 0.331 -0.621 -0.190 0.077
H -5.133 -3.187 6.838 0.656 0.231 -0.060 0.065
H -3.625 -1.163 7.205 -0.184 -0.496 -0.216 0.071
H -2.220 -0.290 6.844 0.005 0.228 -0.627 0.076
H -2.098 -2.007 6.773 -0.269 -0.249 -0.048 0.067
C -0.709 0.086 -1.884 0.400 -0.788 -0.053 -0.025
C 0.450 -0.445 -1.017 -0.265 -0.563 0.116 -0.498
C 1.786 0.053 -1.532 -0.063 1.008 -1.261 -0.142
C 2.053 1.527 -1.214 0.089 -0.676 0.518 -0.154
C 1.813 1.863 0.280 -0.324 0.489 -1.694 -0.114
C 0.449 1.294 0.789 1.735 -0.006 1.257 -0.479
N 0.378 -0.117 0.406 0.745 -0.767 0.153 -0.189
O -0.663 -0.811 1.019 -0.862 -0.587 0.548 -0.435
C -0.678 2.224 0.338 -0.182 0.221 0.675 -0.022
C 0.633 1.376 2.340 -1.746 0.545 -0.730 -0.023
C 0.497 -1.979 -1.231 0.414 -0.116 1.227 -0.042
H -0.643 1.162 -1.988 -0.289 0.022 -0.397 0.059
H -1.684 -0.238 -1.522 0.056 0.289 0.479 0.073
H -0.619 -0.444 -2.837 0.078 0.537 -0.214 0.052
H 1.697 -0.023 -2.626 0.234 -0.006 -0.091 0.105
H 2.641 -0.572 -1.288 -0.150 -0.211 0.512 0.088
H 1.387 2.124 -1.842 -0.040 0.145 0.111 0.082
H 3.070 1.769 -1.531 0.010 0.173 0.092 0.091
H 1.806 2.959 0.271 -0.357 -0.049 0.474 0.082
H 2.668 1.635 0.917 -0.118 -0.646 0.017 0.109
H -0.432 2.555 -0.667 -0.528 0.327 -0.049 0.059
H -0.748 3.076 1.024 0.446 0.232 -0.255 0.069
H -1.686 1.814 0.432 0.165 -0.558 -0.460 0.077
H -0.333 1.175 2.807 0.175 -0.490 0.183 0.056
H 0.808 2.427 2.591 0.476 -0.057 -0.012 0.075
H 1.414 0.728 2.715 0.029 -0.090 -0.138 0.049
H -0.464 -2.498 -1.210 -0.149 0.263 -0.248 0.068
H 1.059 -2.413 -0.397 0.031 0.096 0.085 0.051
H 1.083 -2.247 -2.113 -0.308 0.137 -0.306 0.074
C 3.605 -2.254 0.943 -0.940 -0.582 1.283 -0.096
C 4.564 -1.521 0.291 0.047 0.364 -0.291 -0.064
C 5.741 -2.121 -0.126 -0.144 -0.788 -0.392 0.020
C 5.891 -3.486 0.146 -0.238 0.991 0.878 -0.141
C 5.046 -4.145 1.039 0.045 -0.162 -0.269 0.003
C 3.859 -3.536 1.430 0.874 0.070 -0.577 -0.051
N 7.054 -4.199 -0.370 0.074 -0.874 0.009 -0.359
O 7.766 -3.647 -1.173 0.226 0.564 -0.235 0.083
O 7.219 -5.350 -0.001 -0.056 0.154 0.121 0.068
H 2.644 -1.821 1.209 0.102 0.314 -0.242 0.092
H 4.335 -0.477 0.122 0.297 0.041 -0.299 0.105
H 6.486 -1.603 -0.711 0.004 0.019 0.031 0.112
H 5.359 -5.117 1.394 -0.210 -0.095 -0.101 0.117
H 3.188 -4.036 2.115 -0.171 0.019 -0.098 0.105
C 2.107 2.311 -4.568 -0.160 -0.096 -1.398 -0.072
C 2.794 3.394 -4.025 -0.306 -0.677 0.080 -0.060
C 2.104 4.509 -3.584 -0.157 0.969 0.238 0.018
C 0.721 4.627 -3.817 1.879 -2.010 -0.509 -0.125
C 0.112 3.566 -4.474 -1.712 1.013 -0.208 -0.007
C 0.759 2.410 -4.880 0.219 0.959 0.830 -0.054
N -0.040 5.799 -3.435 -0.443 -0.057 0.643 -0.335
O -1.213 5.861 -3.762 0.218 0.012 -0.202 0.077
O 0.516 6.622 -2.736 0.122 0.167 -0.125 0.087
H 2.592 1.433 -4.981 0.490 0.073 0.434 0.108
H 3.870 3.325 -3.951 0.002 0.103 0.348 0.099
H 2.655 5.291 -3.073 -0.143 0.097 -0.099 0.095
H -0.929 3.764 -4.716 0.130 -0.441 0.068 0.083
H 0.229 1.665 -5.455 -0.004 -0.153 0.161 0.097
C -2.683 4.032 -6.417 -0.360 -0.585 -1.698 -0.087
C -2.248 2.720 -6.558 -0.865 -0.656 0.892 -0.081
C -2.736 1.763 -5.666 0.402 -0.044 -0.157 -0.002
C -3.541 2.171 -4.615 0.049 0.681 0.248 -0.131
C -3.974 3.481 -4.487 -0.411 0.325 -0.383 0.007
C -3.646 4.385 -5.484 1.352 0.358 0.310 -0.059
N -3.929 1.234 -3.551 0.161 -0.297 -1.167 -0.333
O -3.306 0.197 -3.488 0.243 -0.490 0.182 0.063
O -4.870 1.515 -2.858 -0.505 0.305 0.725 0.097
H -2.381 4.664 -7.246 -0.010 0.584 0.482 0.116
H -1.586 2.393 -7.347 0.023 0.218 -0.107 0.115
H -2.483 0.722 -5.803 -0.014 -0.047 0.187 0.103
H -4.591 3.821 -3.669 -0.037 -0.336 0.109 0.124
H -3.921 5.430 -5.435 -0.348 -0.100 0.128 0.115
C -4.920 -1.748 -0.390 0.871 0.760 -0.214 0.004
C -4.270 -1.254 0.896 -1.560 -2.048 0.524 -0.451
O -3.852 -2.100 1.678 0.819 0.821 -0.720 -0.100
C -4.601 0.139 1.295 1.759 0.779 -0.826 -0.003
H -5.925 -1.322 -0.399 -0.192 -0.439 -0.009 0.096
H -4.850 -2.830 -0.435 -0.366 -0.029 0.064 0.085
H -4.453 -1.336 -1.291 0.150 0.129 0.126 0.065
H -3.748 0.627 1.773 -0.008 -0.288 0.318 0.075
H -5.439 0.145 1.986 -0.300 0.105 -0.314 0.097
H -4.683 0.684 0.350 -0.888 0.287 0.311 0.087
C 2.538 -3.248 -4.811 -0.195 0.847 -1.026 -0.028
C 4.011 -3.156 -4.434 -0.818 -0.365 1.165 -0.491
O 4.597 -4.193 -4.260 0.635 -0.175 -0.023 0.067
C 4.666 -1.799 -4.251 -0.379 -0.405 -0.468 -0.006
H 2.582 -3.394 -5.898 -0.199 0.069 -0.065 0.092
H 1.953 -2.339 -4.655 0.246 0.138 0.099 0.052
H 1.947 -4.083 -4.445 0.584 -0.218 0.414 0.072
H 5.726 -1.936 -4.055 0.024 0.037 -0.067 0.082
H 4.205 -1.234 -3.439 -0.108 -0.074 0.035 0.072
H 4.496 -1.241 -5.174 0.184 0.208 0.051 0.084
C -1.203 -1.752 -5.161 0.150 1.204 -0.584 -0.031
C -2.554 -2.387 -4.997 0.805 -0.922 0.462 -0.507
O -3.396 -2.449 -5.855 -0.009 0.285 -0.264 0.082
C -2.769 -2.983 -3.626 -0.772 1.090 0.922 -0.019
H -1.270 -0.725 -4.784 -0.204 -0.113 0.291 0.047
H -0.919 -1.589 -6.202 0.024 -0.536 -0.071 0.091
H -0.414 -2.201 -4.561 -0.071 -0.326 -0.149 0.063
H -3.794 -2.707 -3.367 -0.158 -0.572 -0.013 0.078
H -2.186 -2.455 -2.867 0.326 -0.087 -0.195 0.053
H -2.597 -4.049 -3.496 -0.055 -0.056 -0.455 0.090
C 6.612 3.855 -2.121 0.430 0.027 0.428 -0.016
C 6.600 2.337 -2.144 0.094 -0.182 -1.063 -0.490
O 5.583 1.726 -2.374 -0.396 -0.013 0.273 0.043
C 7.927 1.607 -2.071 -0.323 0.831 -0.046 -0.016
H 5.751 4.253 -1.587 -0.085 -0.067 -0.055 0.082
H 6.604 4.259 -3.136 -0.165 -0.242 -0.115 0.090
H 7.528 4.242 -1.672 -0.047 -0.032 0.128 0.076
H 7.799 0.536 -2.184 -0.052 -0.046 0.340 0.074
H 8.408 1.935 -1.150 0.318 -0.399 -0.026 0.086
H 8.523 1.959 -2.917 0.150 0.094 0.122 0.091
C 1.529 -5.435 -1.029 -0.437 0.066 -0.034 0.001
C 0.475 -6.002 -0.117 1.321 -0.072 0.201 -0.472
O 0.012 -5.352 0.801 -0.604 0.143 -0.104 -0.069
C 0.224 -7.479 -0.226 -0.694 -0.547 0.358 -0.012
H 1.184 -5.386 -2.064 -0.014 -0.233 -0.015 0.093
H 2.361 -6.140 -0.976 0.197 0.217 -0.175 0.100
H 1.804 -4.429 -0.729 0.163 -0.046 0.119 0.056
H -0.853 -7.638 -0.318 0.030 -0.088 -0.038 0.093
H 0.517 -7.962 0.710 -0.082 0.262 0.149 0.098
H 0.743 -8.045 -0.996 0.026 0.503 -0.340 0.084
C -1.916 3.529 4.055 1.157 0.348 0.557 -0.016
C -2.249 4.498 5.174 -0.631 0.965 -0.598 -0.493
O -1.437 4.846 5.992 0.253 -0.352 0.262 0.075
C -3.597 5.189 5.084 -0.449 -0.151 0.575 -0.030
H -2.306 2.527 4.203 -0.339 0.048 -0.055 0.062
H -0.827 3.473 4.111 -0.003 -0.314 -0.212 0.074
H -2.170 3.935 3.077 -0.362 -0.109 0.030 0.084
H -4.361 4.464 4.800 -0.068 0.216 -0.361 0.077
H -3.551 6.037 4.399 0.061 -0.346 -0.437 0.087
H -3.921 5.651 6.017 0.348 -0.265 0.229 0.079
C 2.037 8.249 -0.245 0.146 0.551 -0.220 -0.020
C 2.431 6.806 -0.474 0.501 0.435 0.071 -0.497
O 3.279 6.492 -1.279 -0.104 -0.123 0.015 0.039
C 1.792 5.801 0.461 -0.110 0.087 -0.370 -0.011
H 1.397 8.664 -1.028 -0.547 -0.636 0.123 0.085
H 2.860 8.962 -0.342 0.446 -0.504 0.349 0.086
H 1.582 8.323 0.739 -0.166 0.391 -0.111 0.072
H 1.427 4.942 -0.102 -0.004 0.061 -0.019 0.064
H 0.979 6.271 1.007 -0.072 -0.227 0.113 0.075
H 2.552 5.441 1.157 -0.005 0.033 0.037 0.098
C 2.679 -1.163 4.195 -0.103 -0.802 -1.674 0.008
C 1.712 -2.284 4.483 0.126 -0.355 2.000 -0.447
O 1.084 -2.946 3.680 0.465 0.484 -0.958 -0.134
C 1.469 -2.613 5.946 -0.424 0.133 0.447 -0.004
H 2.927 -1.210 3.133 0.047 0.003 0.062 0.053
H 3.609 -1.326 4.735 -0.158 0.347 0.424 0.099
H 2.222 -0.183 4.300 0.040 -0.029 0.725 0.084
H 0.546 -3.193 5.974 -0.134 0.220 0.194 0.081
H 1.399 -1.707 6.555 -0.326 0.138 -0.254 0.091
H 2.203 -3.185 6.521 0.472 -0.136 -0.761 0.090